Record 1
The following is a DFT calculation (ωB97M-V/def2-TZVPD) of an isolated molecule of C6H15N at a distorted geometry.

```
22
Properties=species:S:1:pos:R:3:nbo_charge:R:1
C 2.015 -1.301 0.097 -0.4006
C 2.629 -0.394 -0.997 -0.6168
C 0.500 -1.463 -0.001 -0.2097
N -0.164 -0.178 -0.133 -0.6354
C -1.536 -0.215 0.364 -0.2026
C -2.215 1.126 0.112 -0.4113
C -1.372 2.320 0.573 -0.6174
H 2.337 -0.882 1.053 0.1922
H 2.476 -2.286 0.014 0.2050
H 2.031 -0.469 -1.908 0.2090
H 3.602 -0.788 -1.279 0.2098
H 2.615 0.646 -0.741 0.2027
H 0.263 -2.144 -0.822 0.1807
H 0.210 -1.990 0.924 0.1630
H 0.380 0.530 0.254 0.3531
H -1.969 -1.128 -0.037 0.1989
H -1.523 -0.343 1.463 0.1474
H -3.164 1.236 0.633 0.2049
H -2.371 1.171 -0.969 0.2061
H -0.587 2.028 1.272 0.1955
H -0.873 2.878 -0.223 0.2127
H -2.017 3.090 0.999 0.2128
```

Results
**Highest occupied orbital energy**: -8.57 eV
**Multiplicity**: 1
**Charge**: 0
**Orbital gap**: 9.68 eV
**Strongest force on any atom**: 2.55 eV/A

---

Record 2
The following is a DFT calculation (ωB97M-V/def2-TZVPD) of an isolated molecule of C6H15N at a distorted geometry.

```
22
Properties=species:S:1:pos:R:3:nbo_charge:R:1
C 1.768 -1.575 -0.674 -0.4174
N 0.754 -1.482 0.405 -0.6127
C 0.273 -0.108 0.619 -0.0373
C -0.342 0.650 -0.578 -0.2383
C 0.073 2.121 -0.583 -0.5990
C -1.813 0.456 -0.910 -0.6109
C -0.644 -0.078 1.856 -0.6243
H 2.127 -2.592 -0.643 0.2024
H 1.355 -1.392 -1.661 0.1655
H 2.533 -0.826 -0.497 0.1912
H -0.009 -2.088 0.112 0.3409
H 1.209 0.397 0.830 0.1809
H 0.211 0.242 -1.429 0.1917
H -0.456 2.659 0.178 0.1967
H -0.159 2.596 -1.517 0.2067
H 1.138 2.294 -0.423 0.2067
H -2.393 1.031 -0.214 0.2002
H -2.086 0.770 -1.912 0.2153
H -2.093 -0.591 -0.779 0.2049
H -0.470 -0.930 2.494 0.2251
H -1.689 -0.059 1.544 0.2001
H -0.462 0.852 2.400 0.2118
```

Results
**Highest occupied orbital energy**: -8.78 eV
**Multiplicity**: 1
**Charge**: 0
**Orbital gap**: 9.83 eV
**Strongest force on any atom**: 1.99 eV/A